Molecular formula: C8H8S
Method: DFT, ωB97M-V with the def2-TZVPD basis set

```
! RIJCOSX wB97M-V def2-TZVPD def2/J DEFGRID3
* xyz 0 1
C -2.59403 -0.80738 0.23874
H -4.11335 0.88948 0.04016
H -3.56022 -1.45960 0.33870
H -1.96796 2.42205 -0.22861
S 1.38854 -1.04779 -0.26746
H 0.43853 1.74191 -0.34055
H 3.36837 0.93530 -0.96906
C -1.78484 1.54690 -0.13391
H 3.89138 1.62328 0.70709
C 2.38836 0.21533 0.58944
C -0.52152 1.04084 -0.19886
H 2.21208 0.37319 1.65617
C -2.81545 0.68358 0.06101
C -1.28644 -1.21385 0.11723
C -0.26912 -0.32943 -0.11924
C 3.31806 0.94472 -0.05505
H -1.09560 -2.24521 0.07938
*
```

**E_LUMO**: 0.975 eV
**Kohn-Sham gap**: 9.3 eV
**E_HOMO**: -8.340 eV
**Energy above the lowest of the compared OMol25 structures with the same formula, charge and spin**: 2.394 eV
**SMILES**: C=CSc1ccccc1

=====

Molecular formula: C24H42N10O4P
Method: DFT, ωB97M-V with the def2-TZVPD basis set

```
! RIJCOSX wB97M-V def2-TZVPD def2/J DEFGRID3
* xyz 1 1
O 0.69144 4.96701 0.48538
H 2.84684 4.25538 -1.67417
C 9.69058 0.20353 -1.46035
N 2.55688 4.51770 -0.74194
C 0.33110 1.68166 0.07646
N -7.06195 -4.56702 2.73145
H 2.20750 1.43688 1.24715
H -0.43046 1.02074 0.48371
C 1.16660 4.58146 -0.57888
O 5.98613 -0.03321 0.25501
H -3.49344 -4.13203 1.90154
H 1.59198 2.76982 -2.63046
C -2.50195 -4.47728 2.19116
C -9.97623 -4.29909 3.03723
H 5.74868 2.65898 -1.40029
C 1.39560 8.36075 3.67780
C 8.60112 -0.73439 -1.69365
C -1.50105 -3.50971 1.75787
C 0.23492 4.15041 -1.70716
H 0.30410 4.90558 -2.49096
N 0.94139 9.15480 4.37140
H -2.85041 -1.30922 2.57005
C -2.98281 0.03063 0.98605
C -6.48303 -0.99661 1.63294
O 5.71243 1.71143 -1.57951
C 5.49067 -2.66929 -6.05611
H 0.76154 -0.34524 -1.33466
H -10.93944 -4.42286 3.53078
C 3.58995 0.03257 -1.04351
H 9.68502 0.97162 -2.23060
H -7.42895 -7.03766 0.81384
N -5.88128 -0.58884 2.52281
N 4.77054 -3.21745 -6.76248
N -3.04806 0.24295 -0.14278
H 3.00461 3.92312 -0.05208
C 0.54777 2.78803 -2.32885
H -2.46488 -4.58513 3.27317
H 3.85306 -0.15844 -2.08533
H -2.30393 -5.44163 1.72770
H -0.02697 2.71178 -3.25048
C 1.97278 7.35152 2.79691
H 9.56661 0.66996 -0.48517
H -1.96601 0.20558 2.80542
H 2.50736 7.83532 1.98220
C -6.51003 -6.53837 1.11410
H 6.22705 -0.89658 -5.21581
H -3.73662 0.17490 2.93368
H -6.00630 -6.16057 0.22645
C 2.33131 0.87213 -0.90471
H 3.50754 -0.93177 -0.54693
H 0.13543 2.62481 0.56585
H -7.16418 -2.59439 0.45707
H 10.64094 -0.32504 -1.48696
H -0.77736 4.20569 -1.32587
H 6.20052 -2.29120 -4.12049
H -9.26054 -3.89853 3.74613
C -7.26929 -1.51425 0.51959
P 4.96433 1.01623 -0.35431
C -6.81895 -5.43384 2.01715
H 1.32854 0.32076 -2.73941
H 1.44194 -0.07877 0.72752
H -8.31734 -1.27347 0.67263
N -10.22875 -2.67302 1.01796
O 4.51592 2.03437 0.60359
H -9.62812 -5.26398 2.68683
N 1.16499 0.50049 -1.75075
H -0.87893 1.28290 -1.57377
C -2.88014 -0.23662 2.40987
H 2.66612 6.72734 3.35684
H 1.18587 6.72544 2.38160
H 7.42246 -2.19182 -5.39634
C 6.38828 -1.97052 -5.14296
H 6.11072 -0.72690 -0.41618
N -0.72274 -2.73759 1.41701
N 7.74890 -1.48275 -1.87680
C -10.11624 -3.38450 1.91258
H -6.92674 -1.06130 -0.40938
H 2.65944 1.89303 -1.07686
C 0.15218 1.59630 -1.45254
H -5.86450 -7.25529 1.61732
C 1.65433 0.95794 0.45546
*
```

**E_LUMO**: -2.765 eV
**Kohn-Sham gap**: 9.9 eV
**E_HOMO**: -12.689 eV

=====

Molecular formula: C26H33N5O5
Method: DFT, ωB97M-V with the def2-TZVPD basis set

```
! RIJCOSX wB97M-V def2-TZVPD def2/J DEFGRID3
* xyz 0 1
O -1.51984 1.76289 -3.03078
H 1.85456 -1.96170 4.68545
N 2.84154 -0.72920 0.34296
C 3.08996 -2.74470 1.14234
O 0.26734 -0.18631 0.41918
C -3.01354 0.89895 0.37578
C -1.40009 1.93670 1.81949
H -3.37737 0.64341 -0.60605
H -2.79981 -2.04893 -1.77348
H -1.13928 -4.15093 -3.10144
H 2.58175 0.60335 -4.33072
C -1.20805 -3.46207 -2.25821
H 0.94655 -0.93361 -2.79799
H -1.22574 3.03116 -0.89980
C -2.16839 1.55735 2.90740
N -1.28372 -0.13825 -1.82183
C 2.48467 0.62601 0.06253
H -3.91442 0.58071 3.62359
C 2.19948 -2.15205 3.67954
H -2.77115 -2.53246 -3.46569
H -5.27055 -1.22466 2.91613
H 0.43599 2.11305 3.79818
C 3.06856 -3.76917 2.08864
C 2.66279 -1.43871 1.48876
N 0.43896 1.88229 -0.46750
N 3.47234 -2.71468 -0.16610
C 2.21411 -1.12479 2.76558
H 2.89158 0.87219 -0.92089
C 2.03761 1.53372 -4.18232
H -6.13201 0.33827 2.81987
H 0.71973 3.92580 -0.63133
H 3.39311 -4.76362 1.82892
O -0.24418 2.66999 1.91710
C 0.15636 -2.81954 -2.01114
H 2.50631 2.33150 -4.77031
H -1.53341 -0.54478 -3.81476
C 1.40219 2.99044 -2.44761
O -4.94871 -0.13252 1.18043
C -3.35352 0.85518 2.74474
C -3.79396 0.53112 1.47235
C 0.95328 0.74470 0.02631
H 0.42135 3.00706 -2.93975
H 2.89934 1.28529 0.83288
C 0.22778 3.00468 3.19757
C -1.32203 1.18492 -1.97688
H -6.63182 -1.02272 1.78621
H 0.98251 -3.51455 -2.14851
H -0.47825 3.64572 3.73562
C -5.77936 -0.52467 2.24532
H -1.86101 1.80623 3.91049
C 1.22776 3.00358 -0.92575
H 1.96560 3.88260 -2.76235
H 2.20581 2.98802 -0.44802
C -2.14343 -2.29224 -2.60888
N 3.31265 -1.53949 -0.61231
H 1.15458 3.55424 3.03508
O 2.10074 1.81667 -2.80476
H 0.34545 -2.06234 -4.02416
H 0.99842 1.41399 -4.50738
C -1.81789 1.57187 0.52767
C -1.23454 -1.08632 -2.91419
H 2.58549 -4.21252 4.11076
C -1.00954 1.97872 -0.68282
H -1.03310 -0.49847 -0.90682
H -1.56190 -4.02229 -1.39443
H 1.88130 -0.12955 3.01685
C 0.18022 -1.67499 -3.01814
C 2.62006 -3.44915 3.34736
H 0.21236 -2.42414 -0.99573
*
```

**E_LUMO**: 0.484 eV
**Kohn-Sham gap**: 8.6 eV
**E_HOMO**: -8.082 eV
**Energy above the lowest of the compared OMol25 structures with the same formula, charge and spin**: 1.920 eV
**SMILES**: COCCN(C(=O)Cn1nnc2ccccc21)[C@@H](C(=O)NC1CCCC1)c1cc(OC)ccc1OC

=====

no.,E (eV)
1,-19256.872
2,-57943.908
3,-45184.946